Entry from the Open Molecules 2025 dataset: a single C24H26FN3O4S molecule in a non-equilibrium geometry (ωB97M-V with the def2-TZVPD basis set).

Output
HOMO energy: -8.66 eV
lowest unoccupied orbital energy: -0.0009 Eh
Kohn-Sham gap: 8.63 eV
electronic energy: -51522.7551 eV
SMILES string: COc1ccc([C@H](CNC(=O)c2ccc(S(=O)(=O)Nc3ccc(F)cc3)cc2)N(C)C)cc1

Each line ends with the Löwdin charge.
Element x y z (Å)
C 1.22278 -3.68985 -4.09430  -0.089
H 0.52565 -3.70515 -3.25015  0.095
O 2.47662 -3.17112 -3.72166  -0.084
C 2.54683 -1.88467 -3.28419  -0.276
C 3.82242 -1.42121 -2.95657  0.006
C 4.00499 -0.13290 -2.50182  -0.023
C 2.92532 0.73172 -2.36194  -0.223
C 1.65935 0.26693 -2.69016  -0.061
C 1.46203 -1.02486 -3.14879  -0.009
H 0.46313 -1.34523 -3.40124  0.103
H 0.82292 0.94595 -2.61292  0.115
C 3.10997 2.11980 -1.79118  -0.283
N 2.14410 3.03927 -2.38210  -0.231
C 2.10527 4.34170 -1.74226  -0.081
H 3.09325 4.82696 -1.71408  0.096
H 1.71596 4.26250 -0.73106  0.061
H 1.42833 4.97822 -2.30962  0.088
C 2.41432 3.19795 -3.79965  -0.091
H 3.37138 3.71004 -3.98741  0.093
H 2.44534 2.22408 -4.28401  0.081
H 1.61342 3.78427 -4.24709  0.087
C 2.98363 1.99912 -0.25528  -0.109
N 1.69904 1.49208 0.15267  0.099
C 0.79463 2.22617 0.82984  -0.441
O 1.02751 3.34023 1.26135  0.059
C -0.52525 1.55485 1.07015  -0.104
C -1.06436 0.59934 0.21268  0.001
C -2.29932 0.03931 0.49347  -0.048
C -2.98541 0.43607 1.62442  -0.286
C -2.47904 1.39974 2.47425  -0.033
C -1.24721 1.96021 2.19142  0.013
H -0.82135 2.72382 2.82446  0.124
H -3.05321 1.70126 3.33525  0.120
S -4.58128 -0.28676 1.97606  0.668
O -4.78235 -1.42279 1.12803  -0.272
O -5.57720 0.73962 2.01474  -0.277
N -4.41454 -0.75946 3.58313  -0.061
C -3.81885 -1.94608 3.98707  -0.292
C -2.83562 -2.53829 3.19833  -0.018
C -2.21871 -3.70370 3.61261  0.006
C -2.58145 -4.26594 4.82278  -0.282
C -3.55046 -3.69362 5.62612  -0.007
C -4.17020 -2.53421 5.20161  -0.019
H -4.93282 -2.07723 5.81437  0.114
H -3.81464 -4.15625 6.56364  0.119
F -1.97280 -5.40071 5.23153  0.051
H -1.46097 -4.17633 3.00843  0.121
H -2.57061 -2.09144 2.25529  0.093
H -5.16202 -0.41546 4.16508  0.121
H -2.74671 -0.70275 -0.14971  0.117
H -0.54685 0.30420 -0.68768  0.100
H 1.44610 0.58850 -0.21431  0.120
H 3.12512 2.96289 0.23373  0.118
H 3.76485 1.31133 0.08734  0.132
H 4.14792 2.45763 -1.98928  0.152
H 5.00047 0.20890 -2.25728  0.118
H 4.65617 -2.09508 -3.07275  0.119
H 0.78221 -3.12260 -4.92047  0.096
H 1.41222 -4.71099 -4.42086  0.094



Entry from the Open Molecules 2025 dataset: a single C24H26FN3O5S2 molecule in a non-equilibrium geometry (ωB97M-V with the def2-TZVPD basis set).

Output
HOMO energy: -9.25 eV
lowest unoccupied orbital energy: 0.0040 Eh
Kohn-Sham gap: 9.36 eV
electronic energy: -64404.7988 eV
SMILES string: O=S(=O)(NC[C@H]1CCCO1)c1ccc(S(=O)(=O)N(Cc2ccc(F)cc2)Cc2ccccn2)cc1

Each line ends with the Löwdin charge.
Element x y z (Å)
O -2.76960 -2.15502 -0.74920  -0.283
S -2.48294 -1.36546 0.41547  0.644
O -3.15299 -1.68676 1.64115  -0.276
N -2.67721 0.25603 0.08899  -0.115
H -2.63985 0.42528 -0.90516  0.095
C -3.73593 0.98163 0.75509  -0.175
H -3.41694 2.01814 0.90568  0.128
C -5.06379 0.97638 -0.02365  -0.316
C -5.65654 -0.43950 -0.16745  -0.124
H -5.59614 -0.80430 -1.19019  0.119
C -7.09922 -0.27328 0.31573  -0.142
H -7.48659 -1.16289 0.80492  0.113
C -6.96247 0.90987 1.27073  -0.198
H -7.88293 1.47725 1.41215  0.122
H -6.58809 0.57534 2.24846  0.124
O -6.02559 1.77079 0.65219  -0.099
H -7.75398 -0.00507 -0.51410  0.113
H -5.11616 -1.13442 0.47411  0.086
H -4.89265 1.44851 -1.00095  0.150
H -3.87360 0.50746 1.72815  0.120
C -0.71135 -1.48969 0.68847  -0.259
C 0.06854 -0.37098 0.91047  -0.031
C 1.44201 -0.51818 1.02739  -0.025
C 1.99788 -1.77889 0.92341  -0.249
C 1.21301 -2.90318 0.75006  -0.041
C -0.15937 -2.75605 0.63074  -0.040
H -0.80917 -3.60040 0.46516  0.125
H 1.69421 -3.86628 0.68628  0.119
S 3.78689 -1.96848 0.90459  0.687
O 4.06408 -3.30716 0.46916  -0.277
O 4.33972 -1.52636 2.15030  -0.274
N 4.24324 -0.88639 -0.26086  -0.221
C 5.20650 0.15152 0.04560  -0.121
C 4.54487 1.44096 0.46745  -0.272
N 4.38659 2.37079 -0.46571  0.094
C 3.80190 3.51019 -0.13404  -0.139
C 3.33977 3.78626 1.14242  -0.059
C 3.49995 2.81459 2.11926  -0.056
C 4.11405 1.61998 1.77970  -0.035
H 4.26570 0.83171 2.50081  0.105
H 3.15671 2.98698 3.12899  0.110
H 2.87326 4.73275 1.36615  0.101
H 3.70519 4.23166 -0.93509  0.108
H 5.82931 -0.21409 0.86548  0.122
H 5.82852 0.33630 -0.83324  0.131
C 3.90262 -1.24419 -1.62165  -0.133
C 2.51731 -0.76690 -1.98287  -0.209
C 2.26270 0.59659 -2.07745  -0.023
C 0.98236 1.05970 -2.31812  0.005
C -0.03677 0.13865 -2.46916  -0.274
C 0.18597 -1.22343 -2.40810  0.000
C 1.47506 -1.66728 -2.16801  -0.029
H 1.67102 -2.72760 -2.11821  0.125
H -0.63910 -1.90767 -2.52772  0.121
F -1.29724 0.59061 -2.67740  0.045
H 0.77071 2.11479 -2.38947  0.119
H 3.07316 1.29845 -1.94917  0.093
H 4.64169 -0.80788 -2.29853  0.137
H 3.95653 -2.33468 -1.69337  0.118
H 2.08479 0.33485 1.17811  0.102
H -0.39959 0.59848 0.96605  0.115



Entry from the Open Molecules 2025 dataset: a single C24H26FN5O molecule (ωB97M-V with the def2-TZVPD basis set).

Output
HOMO energy: -8.02 eV
lowest unoccupied orbital energy: 0.0203 Eh
Kohn-Sham gap: 8.57 eV
electronic energy: -37524.9257 eV
SMILES string: COc1ccc(-c2nn(-c3ccccc3)cc2CN(C)CCn2ccnc2C)c(F)c1

Each line ends with the Löwdin charge.
Element x y z (Å)
C 0.86408 -6.04008 1.26773  -0.087
H 0.16404 -6.18575 0.43897  0.096
H 1.24990 -7.00690 1.58669  0.093
H 0.34339 -5.56493 2.10522  0.096
O 1.98951 -5.29490 0.86832  -0.078
C 1.80268 -4.02943 0.41101  -0.271
C 0.57353 -3.38552 0.30622  -0.015
C 0.50606 -2.09108 -0.17607  -0.008
C 1.64493 -1.39306 -0.56499  -0.094
C 2.86630 -2.06137 -0.45537  -0.210
C 2.95768 -3.34852 0.02390  0.075
H 3.91573 -3.83540 0.10278  0.132
F 4.01028 -1.43675 -0.79338  0.076
C 1.56178 -0.03097 -1.07155  -0.171
N 2.37507 0.40555 -2.01647  0.158
N 2.05713 1.67676 -2.25148  -0.082
C 1.03765 2.07881 -1.45271  0.005
C 0.67869 1.00893 -0.66792  -0.139
C -0.36011 0.99412 0.40455  -0.154
N -1.57637 0.31620 -0.02886  -0.243
C -2.24820 1.02018 -1.09929  -0.078
H -2.53054 2.04972 -0.83304  0.087
H -3.14381 0.47013 -1.38268  0.090
H -1.58136 1.06104 -1.95971  0.084
C -2.44428 -0.07947 1.05466  -0.177
H -3.24530 -0.69567 0.63394  0.125
C -3.08717 1.06533 1.87396  -0.118
N -3.85442 0.53276 2.96275  -0.062
C -3.42607 0.25140 4.22541  -0.382
N -4.37529 -0.29615 4.93907  0.091
C -5.45867 -0.38808 4.12411  -0.155
C -5.15748 0.11443 2.89423  -0.080
H -5.73948 0.22061 2.00166  0.109
H -6.37922 -0.80686 4.47724  0.090
C -2.05879 0.55494 4.71838  -0.012
H -1.30258 0.02989 4.13510  0.072
H -1.99114 0.23563 5.75352  0.081
H -1.85469 1.62480 4.66595  0.080
H -3.74895 1.65577 1.23411  0.126
H -2.30861 1.71839 2.27582  0.118
H -1.86442 -0.70912 1.73705  0.119
H -0.55956 2.03788 0.70454  0.124
H 0.03206 0.45046 1.26908  0.131
H 0.65365 3.07839 -1.46561  0.124
C 2.76843 2.41277 -3.20258  -0.183
C 3.96385 1.88867 -3.68859  -0.012
C 4.69141 2.59271 -4.62737  -0.078
C 4.23908 3.81960 -5.08694  -0.096
C 3.04817 4.33677 -4.60636  -0.088
C 2.30773 3.63969 -3.66883  -0.025
H 1.37444 4.04938 -3.31489  0.101
H 2.68790 5.28934 -4.96569  0.103
H 4.81060 4.37012 -5.81874  0.100
H 5.61830 2.18395 -5.00039  0.104
H 4.29504 0.93375 -3.31343  0.106
H -0.45276 -1.60592 -0.27394  0.101
H -0.33986 -3.88292 0.59090  0.102



Entry from the Open Molecules 2025 dataset: a molecular structure, C24H26IrN4S2Si in a non-equilibrium geometry (ωB97M-V with the def2-TZVPD basis set).

Output
HOMO energy (spin up / spin down): -8.07 / -11.04 eV
lowest unoccupied orbital energy (spin up / spin down): -0.0800 / -0.1913 Eh
Kohn-Sham gap (spin up / spin down): 5.89 / 5.84 eV
total charge: +1
expectation value of S²: 6.028
electronic energy: -63645.3845 eV
2S+1: 5

Each line ends with the Löwdin spin population.
Element x y z (Å)
C 1.01256 1.31112 -0.08158  0.080
C 0.15100 1.51534 -1.20492  0.011
C -1.19973 1.27564 -0.79214  0.000
H 0.47664 1.82611 -2.19753  0.000
C -1.17101 0.93162 0.61069  0.140
C 0.20669 0.91739 1.03496  0.002
H 0.57163 0.64407 2.02419  -0.002
H 2.08959 1.45411 -0.06490  0.005
H -2.08288 1.39004 -1.41694  -0.001
H -2.02874 0.72794 1.24485  0.009
Ir -0.14677 -0.60241 -0.54978  0.577
C -0.95665 -1.53020 -1.98092  0.016
H -0.85784 -0.84436 -2.83434  0.008
H -0.40990 -2.43782 -2.24424  0.003
H -2.02249 -1.72452 -1.83990  0.003
Si -0.21547 -1.24485 -5.54963  0.600
C 1.30088 -0.99887 -4.50958  0.092
C 1.80828 0.28944 -4.23768  0.020
H 1.31224 1.17065 -4.64927  0.001
C 2.96620 0.44111 -3.46947  0.002
H 3.33995 1.44191 -3.23616  0.000
C 3.64144 -0.68983 -2.99183  0.009
H 4.57202 -0.56399 -2.43064  0.001
C 3.13277 -1.96996 -3.23958  -0.001
H 3.63855 -2.84728 -2.81831  0.001
C 1.99247 -2.13137 -4.01673  0.025
H 1.61682 -3.13313 -4.24521  0.009
C -1.25474 0.27337 -5.35543  0.092
C -0.90529 1.44685 -6.05394  0.019
H -0.10111 1.41779 -6.78971  0.003
C -1.58105 2.64456 -5.80039  0.004
H -1.26688 3.56218 -6.30559  0.000
C -2.64872 2.67310 -4.89381  0.002
H -3.16809 3.61372 -4.68541  0.000
C -3.05328 1.49078 -4.25711  -0.001
H -3.89207 1.50897 -3.55464  0.000
C -2.39057 0.29198 -4.51660  0.018
H -2.73805 -0.62876 -4.04559  0.007
H 1.00863 -0.67304 -1.69102  -0.003
H 0.12087 -1.37492 -6.91972  0.068
N -3.68146 -1.26592 0.14880  0.084
C -2.78487 -2.15972 0.59015  0.113
N -1.46117 -2.11480 0.50645  0.102
C -0.88065 -3.34430 0.75775  0.293
C -1.78417 -4.36052 1.02919  0.534
S -3.38653 -3.75699 1.12319  0.229
C 0.53248 -3.38485 0.57692  0.140
C 1.44910 -4.40969 0.69754  0.394
S 3.04827 -3.87252 0.39635  0.152
C 2.43234 -2.24750 0.11402  0.028
N 1.10018 -2.18952 0.16373  0.035
N 3.28580 -1.24204 -0.08677  0.024
H -4.66341 -1.50463 0.23025  0.003
H -3.43041 -0.30414 -0.06555  0.002
H -1.46882 -5.38745 1.15950  0.025
H 1.16816 -5.42045 0.96255  0.019
H 4.27590 -1.45081 -0.05648  0.000
H 2.97379 -0.28531 -0.20253  0.000